# C58H44AsIN2O2PSSn

C58H44AsIN2O2PSSn as an isolated structure (wB97M-V/def2-TZVPD, OMol25).

The geometry in XYZ format:
```
111
Properties=species:S:1:pos:R:3:mulliken_spin:R:1
Sn 0.598 -0.317 -0.634 0.028
I 3.014 1.972 -0.792 0.000
C 2.788 1.889 -2.900 0.003
C 3.525 2.834 -3.570 0.000
C 3.541 2.855 -4.970 0.001
C 2.835 1.914 -5.660 0.000
C 2.058 0.942 -4.989 -0.001
C 1.359 -0.011 -5.753 0.001
C 0.548 -0.920 -5.136 0.009
C 0.417 -0.893 -3.743 -0.063
C 1.114 -0.038 -2.904 0.035
C 1.978 0.912 -3.549 0.007
H 4.107 3.554 -3.012 0.000
H 4.121 3.609 -5.489 0.000
H 2.857 1.897 -6.745 0.000
H 1.465 0.011 -6.833 0.000
H -0.003 -1.653 -5.714 0.000
H -0.290 -1.583 -3.314 0.057
O -2.132 1.352 -0.847 0.230
C -1.641 0.231 -1.178 0.209
C -2.451 -0.691 -1.961 0.037
C -3.522 -0.189 -2.748 0.144
C -4.303 -1.027 -3.502 -0.081
C -4.068 -2.418 -3.501 0.267
C -3.003 -2.931 -2.767 -0.127
C -2.201 -2.098 -1.999 0.182
P -0.745 -2.640 -1.077 -0.016
C -0.179 -4.158 -1.911 -0.022
C 0.948 -4.089 -2.734 0.002
C 1.398 -5.211 -3.409 -0.004
C 0.742 -6.427 -3.263 0.008
C -0.356 -6.512 -2.418 -0.006
C -0.812 -5.392 -1.742 0.022
C -1.447 -3.327 0.459 0.000
C -2.814 -3.383 0.710 0.018
C -3.275 -3.873 1.921 -0.002
C -2.377 -4.311 2.884 0.002
C -1.011 -4.263 2.633 -0.003
C -0.544 -3.771 1.425 0.024
H -3.683 0.882 -2.739 0.030
H -5.105 -0.620 -4.112 -0.003
H -4.716 -3.079 -4.066 0.030
H -2.809 -3.998 -2.787 -0.010
H 1.470 -3.147 -2.832 0.000
H 2.262 -5.140 -4.059 0.000
H 1.091 -7.305 -3.793 0.001
H -0.862 -7.463 -2.292 0.000
H -1.662 -5.468 -1.076 0.002
H -3.513 -3.020 -0.035 -0.009
H -4.339 -3.894 2.129 0.000
H -2.741 -4.688 3.833 0.000
H -0.308 -4.584 3.392 0.000
H 0.519 -3.678 1.227 0.001
O 2.293 -2.404 0.390 -0.003
N 3.246 -1.737 0.974 0.002
C 4.398 -1.551 0.296 0.000
C 5.456 -0.839 0.802 -0.001
C 5.325 -0.265 2.066 0.000
C 4.154 -0.453 2.762 0.000
C 3.074 -1.203 2.247 0.000
S 1.675 -1.502 3.149 0.000
H 4.399 -1.998 -0.687 0.000
H 6.357 -0.728 0.215 0.000
H 6.132 0.320 2.491 0.000
H 4.013 -0.025 3.744 0.000
N -1.834 -0.738 2.081 -0.014
C -2.944 -0.294 2.725 0.008
C -3.122 -0.491 4.104 -0.003
C -4.277 -0.062 4.734 0.001
C -5.289 0.566 4.020 0.000
C -5.124 0.754 2.650 0.009
C -3.976 0.334 2.005 0.000
H -0.993 -0.969 2.589 0.000
H -1.696 -0.427 1.126 -0.011
H -2.333 -0.981 4.667 0.000
H -4.385 -0.215 5.803 0.000
H -6.183 0.918 4.520 0.000
H -5.905 1.238 2.075 0.001
H -3.847 0.487 0.938 0.020
C -4.053 4.945 4.621 0.000
C -3.388 3.788 5.006 0.000
C -2.573 3.123 4.105 0.000
C -2.396 3.604 2.810 0.001
C -3.075 4.758 2.432 0.000
C -3.898 5.425 3.329 0.000
As -1.322 2.524 1.555 -0.012
C 0.384 2.973 2.397 -0.002
C 0.906 2.436 3.563 0.000
C 2.156 2.839 4.010 0.000
C 2.889 3.769 3.284 0.000
C 2.383 4.296 2.105 0.000
C 1.129 3.897 1.652 0.001
C 0.459 4.366 0.432 0.001
C 1.018 5.196 -0.537 0.002
C 0.267 5.575 -1.638 -0.003
C -1.048 5.143 -1.775 0.001
C -1.599 4.293 -0.828 0.003
C -0.850 3.892 0.268 -0.011
H -4.691 5.468 5.324 0.000
H -3.523 3.397 6.008 0.000
H -2.074 2.208 4.406 0.001
H -2.957 5.138 1.423 0.000
H -4.427 6.319 3.020 0.000
H 0.356 1.679 4.108 0.000
H 2.572 2.412 4.915 0.000
H 3.871 4.073 3.629 0.000
H 2.972 5.006 1.536 0.000
H 2.048 5.522 -0.451 0.000
H 0.715 6.196 -2.405 0.000
H -1.625 5.443 -2.641 0.000
H -2.600 3.900 -0.958 0.005
```

Its expectation value of S² is 0.77. The calculation puts the LUMO energy (alpha / beta) at 0.1406 / 0.1406 Eh. The max |F| comes out at 0.97 eV Å⁻¹. The spin multiplicity is 2. Its energy above the lowest of the compared OMol25 structures with the same formula, charge and spin is 0.4305 eV. As for the charge: -2.